# 1
Density functional theory data (ωB97M-V/def2-TZVPD) for a cluster of 9 separate species, C6H30O9 in total.

## Properties
orbital gap	9.88	eV
energy relative to the best compared isomer or geometry (same formula, charge and spin)	59.59	kcal per mole
highest occupied orbital energy	-10.04	eV
SMILES	CC(C)O.CC(C)O.O.O.O.O.O.O.O

Bonds (Å) are listed after each position.
Element x y z (Å)
1 C 3.819 -1.286 -0.940  C2 1.556, H5 1.090, H6 1.090, H7 1.090
2 C 3.282 -1.894 0.388  C1 1.556, C3 1.444, O4 1.387, H8 1.090
3 C 2.752 -3.229 0.239  C2 1.444, H9 1.090, H10 1.090, H11 1.090
4 O 4.348 -2.195 1.224  C2 1.387, H12 0.960
5 H 3.247 -1.493 -1.844  C1 1.090
6 H 4.830 -1.655 -1.108  C1 1.090
7 H 3.840 -0.198 -0.863  C1 1.090
8 H 2.538 -1.276 0.891  C2 1.090
9 H 1.865 -3.233 -0.394  C3 1.090
10 H 2.480 -3.689 1.190  C3 1.090
11 H 3.485 -3.955 -0.112  C3 1.090
12 H 4.092 -2.864 1.863  O4 0.960
13 C -1.944 3.598 -0.821  C14 1.548, H17 1.090, H18 1.090, H19 1.090
14 C -3.034 2.546 -1.139  C13 1.548, C15 1.502, O16 1.479, H20 1.090
15 C -2.680 1.669 -2.305  C14 1.502, H21 1.090, H22 1.090, H23 1.090
16 O -3.334 1.754 0.074  C14 1.479, H24 0.960
17 H -1.082 3.181 -0.301  C13 1.090
18 H -2.347 4.361 -0.155  C13 1.090
19 H -1.630 4.039 -1.768  C13 1.090
20 H -4.003 3.032 -1.254  C14 1.090
21 H -2.357 2.172 -3.217  C15 1.090
22 H -3.584 1.116 -2.558  C15 1.090
23 H -1.829 0.994 -2.214  C15 1.090
24 H -2.525 1.663 0.584  O16 0.960
25 O 0.610 0.922 -1.380  H26 0.957, H27 0.957
26 H 0.840 1.270 -0.518  O25 0.957
27 H 0.387 1.695 -1.898  O25 0.957
28 O -0.604 -0.089 1.001  H29 0.957, H30 0.957
29 H -0.994 -0.886 1.360  O28 0.957
30 H 0.115 0.117 1.599  O28 0.957
31 O -2.143 -3.514 -0.559  H32 0.957, H33 0.957
32 H -2.189 -2.565 -0.677  O31 0.957
33 H -1.500 -3.805 -1.206  O31 0.957
34 O -0.288 1.717 3.622  H35 0.957, H36 0.957
35 H -1.161 1.666 3.231  O34 0.957
36 H 0.160 2.397 3.119  O34 0.957
37 O -1.154 -1.300 -1.567  H38 0.957, H39 0.957
38 H -0.405 -0.829 -1.932  O37 0.957
39 H -1.394 -0.801 -0.786  O37 0.957
40 O -1.685 -2.230 2.349  H41 0.957, H42 0.957
41 H -1.099 -2.580 3.020  O40 0.957
42 H -2.312 -2.934 2.186  O40 0.957
43 O 1.492 2.569 0.938  H44 0.957, H45 0.957
44 H 1.157 3.462 0.856  O43 0.957
45 H 1.941 2.557 1.783  O43 0.957

***

# 2
Density functional theory data (ωB97M-V/def2-TZVPD) for a cluster of 10 separate species, C51H124N8O12 in total.

## Properties
orbital gap	8.31	eV
highest occupied orbital energy	-7.94	eV
SMILES	CC1(C)CCCC(C)(C)N1O.CC1(C)CCCC(C)(C)N1O.CC1(C)CCCC(C)(C)N1O.COC[C@H](C)N.COC[C@H](C)N.COC[C@H](C)N.COC[C@H](C)N.COC[C@H](C)N.OCCO.OCCO

Bonds (Å) are listed after each position.
Element x y z (Å)
1 C 5.191 -1.721 -5.274  C2 1.577, H12 1.090, H13 1.090, H14 1.090
2 C 4.234 -1.700 -4.021  C1 1.577, C3 1.610, C4 1.535, N10 1.500
3 C 5.044 -2.545 -2.915  C2 1.610, H15 1.090, H16 1.090, H17 1.090
4 C 4.041 -0.297 -3.428  C2 1.535, C5 1.542, H18 1.090, H19 1.090
5 C 2.946 -0.284 -2.343  C4 1.542, C6 1.587, H20 1.090, H21 1.090
6 C 1.589 -0.810 -2.976  C5 1.587, C7 1.600, H22 1.090, H23 1.090
7 C 1.732 -2.305 -3.529  C6 1.600, C8 1.595, C9 1.558, N10 1.463
8 C 1.588 -3.326 -2.312  C7 1.595, H24 1.090, H25 1.090, H26 1.090
9 C 0.554 -2.494 -4.532  C7 1.558, H27 1.090, H28 1.090, H29 1.090
10 N 2.972 -2.464 -4.288  C2 1.500, C7 1.463, O11 1.428
11 O 3.183 -3.748 -4.877  N10 1.428, H30 0.960
12 H 4.841 -0.921 -5.926  C1 1.090
13 H 6.211 -1.376 -5.103  C1 1.090
14 H 5.172 -2.703 -5.745  C1 1.090
15 H 6.008 -2.093 -2.682  C3 1.090
16 H 4.568 -2.712 -1.949  C3 1.090
17 H 5.211 -3.555 -3.291  C3 1.090
18 H 4.974 0.170 -3.113  C4 1.090
19 H 3.717 0.391 -4.210  C4 1.090
20 H 3.229 -0.959 -1.535  C5 1.090
21 H 2.881 0.703 -1.885  C5 1.090
22 H 1.216 -0.066 -3.680  C6 1.090
23 H 0.893 -0.857 -2.139  C6 1.090
24 H 1.346 -4.316 -2.699  C8 1.090
25 H 0.886 -3.073 -1.518  C8 1.090
26 H 2.544 -3.512 -1.822  C8 1.090
27 H -0.376 -2.105 -4.117  C9 1.090
28 H 0.321 -3.510 -4.848  C9 1.090
29 H 0.669 -1.860 -5.412  C9 1.090
30 H 3.238 -3.548 -5.815  O11 0.960
31 C 3.642 -2.067 1.255  C32 1.565, H42 1.090, H43 1.090, H44 1.090
32 C 4.127 -3.449 1.807  C31 1.565, C33 1.579, C34 1.527, N40 1.489
33 C 2.891 -4.379 2.123  C32 1.579, H45 1.090, H46 1.090, H47 1.090
34 C 5.002 -4.032 0.700  C32 1.527, C35 1.576, H48 1.090, H49 1.090
35 C 6.036 -5.138 1.135  C34 1.576, C36 1.588, H50 1.090, H51 1.090
36 C 6.930 -4.529 2.298  C35 1.588, C37 1.594, H52 1.090, H53 1.090
37 C 6.049 -3.951 3.494  C36 1.594, C38 1.594, C39 1.549, N40 1.504
38 C 5.430 -5.098 4.413  C37 1.594, H54 1.090, H55 1.090, H56 1.090
39 C 7.032 -3.127 4.361  C37 1.549, H57 1.090, H58 1.090, H59 1.090
40 N 4.922 -3.079 3.010  C32 1.489, C37 1.504, O41 1.420
41 O 4.153 -2.424 4.008  N40 1.420, H60 0.960
42 H 4.352 -1.265 1.053  C31 1.090
43 H 3.227 -2.211 0.257  C31 1.090
44 H 2.837 -1.608 1.828  C31 1.090
45 H 3.234 -5.250 2.682  C33 1.090
46 H 2.232 -3.747 2.718  C33 1.090
47 H 2.369 -4.735 1.235  C33 1.090
48 H 4.373 -4.524 -0.042  C34 1.090
49 H 5.492 -3.221 0.161  C34 1.090
50 H 5.573 -6.050 1.512  C35 1.090
51 H 6.687 -5.482 0.331  C35 1.090
52 H 7.566 -3.761 1.859  C36 1.090
53 H 7.565 -5.275 2.776  C36 1.090
54 H 4.923 -5.843 3.799  C38 1.090
55 H 4.694 -4.630 5.066  C38 1.090
56 H 6.108 -5.571 5.124  C38 1.090
57 H 6.599 -2.685 5.258  C39 1.090
58 H 7.473 -2.335 3.756  C39 1.090
59 H 7.864 -3.781 4.622  C39 1.090
60 H 4.676 -1.620 3.986  O41 0.960
61 C 0.367 4.061 2.624  C62 1.525, H72 1.090, H73 1.090, H74 1.090
62 C 1.820 4.394 2.300  C61 1.525, C63 1.586, C64 1.605, N70 1.478
63 C 2.543 5.051 3.549  C62 1.586, H75 1.090, H76 1.090, H77 1.090
64 C 2.515 2.976 2.018  C62 1.605, C65 1.532, H78 1.090, H79 1.090
65 C 3.861 3.092 1.296  C64 1.532, C66 1.510, H80 1.090, H81 1.090
66 C 3.615 3.864 0.022  C65 1.510, C67 1.609, H82 1.090, H83 1.090
67 C 3.045 5.348 0.265  C66 1.609, C68 1.568, C69 1.533, N70 1.460
68 C 4.166 6.254 0.884  C67 1.568, H84 1.090, H85 1.090, H86 1.090
69 C 2.614 5.796 -1.136  C67 1.533, H87 1.090, H88 1.090, H89 1.090
70 N 1.867 5.291 1.127  C62 1.478, C67 1.460, O71 1.411
71 O 1.195 6.516 1.326  N70 1.411, H90 0.960
72 H -0.248 4.959 2.672  C61 1.090
73 H -0.102 3.507 1.811  C61 1.090
74 H 0.264 3.540 3.576  C61 1.090
75 H 3.628 5.114 3.473  C63 1.090
76 H 2.320 6.085 3.812  C63 1.090
77 H 2.280 4.557 4.485  C63 1.090
78 H 2.822 2.562 2.978  C64 1.090
79 H 1.880 2.235 1.533  C64 1.090
80 H 4.550 3.611 1.962  C65 1.090
81 H 4.260 2.097 1.099  C65 1.090
82 H 2.794 3.374 -0.501  C66 1.090
83 H 4.536 3.929 -0.558  C66 1.090
84 H 4.424 7.044 0.179  C68 1.090
85 H 5.196 5.988 1.122  C68 1.090
86 H 3.770 6.819 1.728  C68 1.090
87 H 3.524 5.721 -1.731  C69 1.090
88 H 2.067 6.731 -1.254  C69 1.090
89 H 1.868 5.070 -1.460  C69 1.090
90 H 0.899 6.812 0.463  O71 0.960
91 C -6.346 -2.926 1.867  O92 1.451, H97 1.090, H98 1.090, H99 1.090
92 O -6.964 -1.614 1.848  C91 1.451, C93 1.402
93 C -6.132 -0.737 2.558  O92 1.402, C94 1.577, H100 1.090, H101 1.090
94 C -6.953 0.513 3.061  C93 1.577, C95 1.553, N96 1.434, H102 1.090
95 C -6.162 1.721 3.633  C94 1.553, H103 1.090, H104 1.090, H105 1.090
96 N -7.921 0.133 4.049  C94 1.434, H106 1.010, H107 1.010
97 H -6.770 -3.446 1.008  C91 1.090
98 H -6.658 -3.489 2.746  C91 1.090
99 H -5.269 -2.959 1.700  C91 1.090
100 H -5.710 -1.142 3.477  C93 1.090
101 H -5.325 -0.497 1.866  C93 1.090
102 H -7.536 0.856 2.206  C94 1.090
103 H -5.700 1.413 4.571  C95 1.090
104 H -6.785 2.583 3.872  C95 1.090
105 H -5.327 1.901 2.955  C95 1.090
106 H -7.584 -0.348 4.871  N96 1.010
107 H -8.546 -0.490 3.557  N96 1.010
108 C 2.770 3.114 -3.456  O109 1.411, H114 1.090, H115 1.090, H116 1.090
109 O 1.446 3.028 -2.974  C108 1.411, C110 1.368
110 C 0.424 3.297 -3.843  O109 1.368, C111 1.540, H117 1.090, H118 1.090
111 C -0.957 2.861 -3.320  C110 1.540, C112 1.554, N113 1.445, H119 1.090
112 C -2.027 2.822 -4.447  C111 1.554, H120 1.090, H121 1.090, H122 1.090
113 N -1.348 3.747 -2.247  C111 1.445, H123 1.010, H124 1.010
114 H 3.480 3.074 -2.630  C108 1.090
115 H 3.069 4.035 -3.958  C108 1.090
116 H 3.134 2.330 -4.118  C108 1.090
117 H 0.347 4.352 -4.105  C110 1.090
118 H 0.514 2.834 -4.826  C110 1.090
119 H -0.834 1.840 -2.957  C111 1.090
120 H -3.002 2.354 -4.319  C112 1.090
121 H -1.675 2.424 -5.399  C112 1.090
122 H -2.138 3.870 -4.727  C112 1.090
123 H -0.550 3.786 -1.630  N113 1.010
124 H -1.391 4.698 -2.583  N113 1.010
125 C -2.878 -4.193 -3.356  O126 1.411, H131 1.090, H132 1.090, H133 1.090
126 O -3.678 -4.098 -2.198  C125 1.411, C127 1.448
127 C -3.063 -4.665 -1.016  O126 1.448, C128 1.651, H134 1.090, H135 1.090
128 C -1.878 -3.692 -0.403  C127 1.651, C129 1.497, N130 1.465, H136 1.090
129 C -0.989 -4.463 0.523  C128 1.497, H137 1.090, H138 1.090, H139 1.090
130 N -2.635 -2.710 0.377  C128 1.465, H140 1.010, H141 1.010
131 H -1.961 -3.604 -3.355  C125 1.090
132 H -3.514 -3.742 -4.118  C125 1.090
133 H -2.646 -5.231 -3.597  C125 1.090
134 H -3.914 -4.786 -0.346  C127 1.090
135 H -2.660 -5.649 -1.257  C127 1.090
136 H -1.213 -3.213 -1.122  C128 1.090
137 H -1.645 -4.775 1.336  C129 1.090
138 H -0.146 -3.894 0.916  C129 1.090
139 H -0.597 -5.428 0.201  C129 1.090
140 H -3.311 -2.114 -0.080  N130 1.010
141 H -3.151 -3.138 1.132  N130 1.010
142 C -2.880 -0.944 -5.265  O143 1.433, H148 1.090, H149 1.090, H150 1.090
143 O -3.929 -0.597 -4.352  C142 1.433, C144 1.498
144 C -3.487 -0.425 -2.932  O143 1.498, C145 1.511, H151 1.090, H152 1.090
145 C -4.624 -0.504 -1.940  C144 1.511, C146 1.559, N147 1.461, H153 1.090
146 C -6.006 0.076 -2.367  C145 1.559, H154 1.090, H155 1.090, H156 1.090
147 N -4.292 0.152 -0.677  C145 1.461, H157 1.010, H158 1.010
148 H -2.104 -0.179 -5.261  C142 1.090
149 H -3.280 -1.022 -6.276  C142 1.090
150 H -2.590 -1.949 -4.960  C142 1.090
151 H -2.762 -1.181 -2.628  C144 1.090
152 H -2.978 0.538 -2.899  C144 1.090
153 H -4.818 -1.546 -1.685  C145 1.090
154 H -6.432 -0.410 -3.244  C146 1.090
155 H -5.867 1.127 -2.621  C146 1.090
156 H -6.756 0.010 -1.579  C146 1.090
157 H -5.119 -0.001 -0.118  N147 1.010
158 H -4.343 1.134 -0.909  N147 1.010
159 C -3.360 4.339 3.525  O160 1.389, H165 1.090, H166 1.090, H167 1.090
160 O -3.842 4.548 2.240  C159 1.389, C161 1.476
161 C -3.436 3.504 1.279  O160 1.476, C162 1.521, H168 1.090, H169 1.090
162 C -4.330 3.583 0.051  C161 1.521, C163 1.533, N164 1.446, H170 1.090
163 C -5.760 3.128 0.362  C162 1.533, H171 1.090, H172 1.090, H173 1.090
164 N -3.890 2.840 -1.109  C162 1.446, H174 1.010, H175 1.010
165 H -3.464 5.201 4.185  C159 1.090
166 H -2.286 4.157 3.484  C159 1.090
167 H -3.747 3.428 3.980  C159 1.090
168 H -2.434 3.844 1.015  C161 1.090
169 H -3.366 2.523 1.748  C161 1.090
170 H -4.287 4.644 -0.193  C162 1.090
171 H -6.441 3.432 -0.433  C163 1.090
172 H -6.036 3.674 1.264  C163 1.090
173 H -5.745 2.043 0.463  C163 1.090
174 H -3.031 3.180 -1.517  N164 1.010
175 H -4.500 3.034 -1.889  N164 1.010
176 O -0.013 -1.469 1.217  C177 1.416, H180 0.960
177 C 0.121 -0.059 1.224  O176 1.416, C178 1.527, H181 1.090, H182 1.090
178 C -1.154 0.553 0.650  C177 1.527, O179 1.369, H183 1.090, H184 1.090
179 O -2.283 0.123 1.293  C178 1.369, H185 0.960
180 H -0.900 -1.567 0.864  O176 0.960
181 H 0.294 0.344 2.222  C177 1.090
182 H 1.010 0.070 0.606  C177 1.090
183 H -1.253 0.351 -0.417  C178 1.090
184 H -1.178 1.643 0.670  C178 1.090
185 H -3.047 0.162 0.712  O179 0.960
186 O -2.843 -1.692 3.494  C187 1.419, H190 0.960
187 C -2.815 -0.715 4.524  O186 1.419, C188 1.525, H191 1.090, H192 1.090
188 C -1.647 0.260 4.631  C187 1.525, O189 1.453, H193 1.090, H194 1.090
189 O -1.593 1.415 3.750  C188 1.453, H195 0.960
190 H -2.541 -1.217 2.716  O186 0.960
191 H -3.750 -0.189 4.333  C187 1.090
192 H -2.851 -1.261 5.467  C187 1.090
193 H -0.678 -0.231 4.549  C188 1.090
194 H -1.693 0.575 5.674  C188 1.090
195 H -1.687 1.050 2.867  O189 0.960

***

no.,F_max (hartree/bohr)
1,0.0732
2,0.0759